# 1
# C15H31N2O3PSiZr

A structure of composition C15H31N2O3PSiZr in a non-equilibrium geometry (wB97M-V/def2-TZVPD, the Open Molecules 2025 dataset).

The frontier orbital gap is 3.997 eV. The value obtained for the HOMO energy is -5.51 eV.

Each line ends with the Löwdin charge.
Cartesian coordinates (Å):
Zr: 0.085 -0.065 0.402  1.302
Si: 2.505 0.245 -0.905  0.422
P: -0.354 0.419 -2.364  0.699
N: -0.271 -1.901 -0.233  -0.250
H: -0.352 2.778 1.915  0.114
C: -2.127 0.731 -2.687  -0.282
H: -2.308 0.951 -3.751  0.042
H: -2.470 1.579 -2.081  0.030
H: -2.721 -0.147 -2.403  0.044
C: 0.344 1.938 -3.119  -0.280
H: -0.046 2.055 -4.139  0.043
H: 1.438 1.893 -3.153  0.011
H: 0.051 2.808 -2.516  0.029
C: -0.005 -0.912 -3.574  -0.272
H: -0.218 -0.574 -4.596  0.042
H: -0.632 -1.780 -3.333  0.043
H: 1.044 -1.216 -3.491  0.019
C: 3.152 1.997 -0.536  -0.367
H: 2.846 2.311 0.473  -0.008
H: 2.761 2.721 -1.263  -0.004
H: 4.251 2.018 -0.580  0.002
H: 3.504 -0.691 -0.298  -0.118
H: 2.745 0.055 -2.366  -0.097
C: -0.195 -3.199 -0.507  -0.467
C: -1.179 -5.453 -0.467  -0.137
C: -1.308 -4.084 -0.286  -0.076
C: 1.014 -3.786 -1.029  -0.072
C: 1.123 -5.158 -1.207  -0.136
C: 0.038 -6.002 -0.915  -0.150
H: -2.035 -6.108 -0.269  0.091
H: -2.248 -3.625 0.036  0.090
H: 1.839 -3.106 -1.268  0.084
H: 2.061 -5.583 -1.585  0.092
H: 0.130 -7.081 -1.055  0.079
C: -0.955 2.920 1.005  -0.549
O: -0.920 1.669 0.319  -0.476
C: -2.374 3.259 1.434  -0.058
H: -2.513 4.342 1.470  0.071
H: -2.569 2.872 2.440  0.072
H: -3.107 2.832 0.743  0.081
C: -0.320 4.026 0.184  -0.067
H: -0.988 4.297 -0.643  0.083
H: 0.659 3.745 -0.222  0.059
H: -0.185 4.914 0.812  0.079
N: 2.672 -0.322 4.345  0.185
C: 1.217 -0.718 4.298  -0.020
C: 0.744 -0.339 2.940  -0.625
O: -0.478 -0.335 2.592  -0.068
O: 1.650 -0.049 2.079  -0.171
H: 3.224 -0.877 3.672  0.182
H: 3.082 -0.476 5.274  0.175
H: 2.810 0.672 4.111  0.180
H: 1.160 -1.799 4.431  0.156
H: 0.675 -0.189 5.081  0.150


# 2
# C4H8O3

The molecule C4H8O3 (wB97M-V/def2-TZVPD, the Open Molecules 2025 dataset).

As for the SMILES: COC(=O)[C@@H](C)O. The frontier orbital gap is 11.390 eV. The value obtained for the HOMO energy is -10.58 eV. The relative energy (zero: lowest compared OMol25 entry of this formula, charge and spin) comes out at 22.9 kcal per mole.

Each line ends with the Löwdin charge.
Cartesian coordinates (Å):
C: 2.235 0.092 0.268  -0.039
O: 0.975 0.137 0.937  -0.054
C: 0.060 -0.753 0.520  -0.466
O: 0.298 -1.889 0.183  0.133
C: -1.298 -0.100 0.357  -0.350
C: -1.107 0.989 -0.708  -0.021
O: -2.255 -1.047 -0.024  -0.009
H: 2.800 -0.811 0.505  0.094
H: 2.768 0.983 0.598  0.096
H: 2.065 0.147 -0.813  0.101
H: -1.595 0.365 1.306  0.158
H: -0.361 1.716 -0.376  0.084
H: -2.050 1.504 -0.898  0.086
H: -0.766 0.535 -1.646  0.096
H: -1.771 -1.868 -0.210  0.091